This record from OMol25 describes a 13-piece molecular cluster, C40H68FN13O8S overall. The level of theory is ωB97M-V/def2-TZVPD.

XYZ file:
```
131
C40H68FN13O8S ωB97M-V/def2-TZVPD
C 5.07 0.44 3.93
C 5.05 -0.82 2.91
O 4.09 -0.56 1.86
C 3.65 -1.81 1.27
C 4.75 -2.19 0.15
O 5.83 -3.00 0.70
C 5.36 -4.32 0.99
C 5.84 -5.07 2.33
O 4.55 -4.94 0.27
O 2.40 -1.52 0.62
C 1.69 -2.72 0.27
C 0.19 -2.72 0.86
O -0.15 -1.54 1.61
C -1.03 -0.68 0.90
N -0.41 -0.49 -0.46
O -2.32 -1.20 0.65
C -3.05 -1.51 1.87
C -2.81 -2.97 2.46
C -2.05 -2.76 3.89
C -4.24 -3.71 2.65
C -4.17 -5.03 3.56
C -4.47 -4.67 5.12
C -2.87 -5.93 3.36
S -1.06 1.06 1.66
O -1.15 1.00 3.17
O -2.21 1.87 1.15
F 0.42 1.80 1.33
H 6.05 0.40 4.51
H 4.93 1.43 3.38
H 4.23 0.23 4.68
H 4.78 -1.73 3.55
H 6.10 -0.97 2.49
H 3.51 -2.64 2.05
H 4.29 -2.65 -0.78
H 5.24 -1.21 -0.21
H 5.66 -6.20 2.24
H 6.95 -4.82 2.47
H 5.26 -4.72 3.25
H 1.59 -2.83 -0.87
H 2.27 -3.64 0.62
H 0.15 -3.60 1.61
H -0.59 -3.00 0.07
H 0.56 -0.14 -0.36
H -0.93 0.33 -0.84
H -4.17 -1.45 1.59
H -2.91 -0.77 2.72
H -2.22 -3.63 1.75
H -1.41 -1.81 3.83
H -2.88 -2.51 4.63
H -1.42 -3.65 4.19
H -5.02 -2.94 3.00
H -4.56 -4.02 1.58
H -5.07 -5.68 3.25
H -3.47 -4.46 5.64
H -4.99 -5.53 5.65
H -5.12 -3.72 5.17
H -2.22 -5.64 2.47
H -3.11 -7.04 3.23
H -2.20 -5.85 4.29
C -7.58 -0.37 0.08
C -6.99 -0.86 1.33
N -6.52 -1.24 2.31
H -6.82 -0.15 -0.66
H -8.26 -1.11 -0.35
H -8.16 0.54 0.24
C 5.59 -3.20 -4.42
C 4.97 -2.27 -3.48
N 4.49 -1.54 -2.73
H 6.67 -3.29 -4.25
H 5.17 -4.20 -4.35
H 5.46 -2.87 -5.45
C -6.23 0.71 -4.43
C -6.55 1.23 -3.10
N -6.80 1.65 -2.05
H -5.52 -0.12 -4.37
H -7.12 0.34 -4.94
H -5.78 1.48 -5.07
C 6.92 1.66 -3.11
C 7.48 0.33 -3.39
N 7.91 -0.71 -3.60
H 7.47 2.45 -3.62
H 5.88 1.73 -3.44
H 6.93 1.89 -2.05
C 3.50 3.05 -0.38
C 4.16 3.41 -1.63
N 4.68 3.70 -2.62
H 2.53 2.58 -0.56
H 4.10 2.34 0.20
H 3.32 3.92 0.25
C 2.58 6.09 -4.00
C 2.07 6.59 -5.27
N 1.67 6.98 -6.28
H 3.49 6.62 -3.69
H 1.85 6.22 -3.19
H 2.83 5.03 -4.05
C -6.72 5.53 -3.38
C -6.23 5.15 -4.71
N -5.84 4.85 -5.75
H -7.18 4.69 -2.86
H -5.92 5.91 -2.75
H -7.48 6.32 -3.45
C -2.08 -0.62 7.22
C -1.59 -1.97 6.96
N -1.21 -3.04 6.75
H -1.49 0.13 6.69
H -3.12 -0.50 6.89
H -2.04 -0.37 8.28
C -0.88 9.04 -4.60
C -1.24 9.53 -3.27
N -1.53 9.92 -2.23
H -0.13 8.25 -4.55
H -1.75 8.62 -5.13
H -0.47 9.83 -5.23
C -5.07 9.12 -6.70
C -5.84 8.69 -5.53
N -6.44 8.35 -4.61
H -5.68 9.11 -7.60
H -4.68 10.13 -6.57
H -4.21 8.46 -6.88
C 0.63 -4.41 9.39
C 0.92 -3.65 10.61
N 1.14 -3.06 11.57
H -0.23 -5.06 9.52
H 0.42 -3.75 8.55
H 1.47 -5.04 9.10
C 4.50 -1.39 -8.40
C 5.47 -2.40 -7.98
N 6.23 -3.19 -7.64
H 4.86 -0.83 -9.26
H 3.55 -1.84 -8.68
H 4.30 -0.67 -7.60
```

Values from the calculation:
Charge ... 0
DFT total energy ... -91877.425 eV
HOMO energy ... -9.779 eV
Frontier orbital gap ... 9.58 eV
Strongest force on any atom ... 7.46 eV/Å
LUMO energy ... -0.198 eV

Here are the Löwdin charges for atoms 1 to 99, given in e: number 1, C, carries -0.0752; number 2, C, carries -0.2493; number 3, O, carries -0.1168; number 4, C, carries -0.2918; number 5, C, carries -0.1042; number 6, O, carries -0.0523; number 7, C, carries -0.4068; number 8, C, carries 0.0006; number 9, O, carries 0.0406; number 10, O, carries -0.1069; number 11, C, carries -0.1436; number 12, C, carries -0.1358; number 13, O, carries -0.0812; number 14, C, carries -0.5792; number 15, N, carries 0.1123; number 16, O, carries -0.0446; number 17, C, carries -0.1353; number 18, C, carries -0.2776; number 19, C, carries -0.0883; number 20, C, carries -0.1617; number 21, C, carries -0.3743; number 22, C, carries -0.0974; number 23, C, carries -0.0955; number 24, S, carries 0.8775; number 25, O, carries -0.3280; number 26, O, carries -0.2849; number 27, F, carries -0.2272; number 28, H, carries 0.0780; number 29, H, carries 0.0756; number 30, H, carries 0.0827; number 31, H, carries 0.1217; number 32, H, carries 0.1229; number 33, H, carries 0.1667; number 34, H, carries 0.0946; number 35, H, carries 0.1412; number 36, H, carries 0.0947; number 37, H, carries 0.0921; number 38, H, carries 0.0870; number 39, H, carries 0.1404; number 40, H, carries 0.1236; number 41, H, carries 0.1368; number 42, H, carries 0.1423; number 43, H, carries 0.0871; number 44, H, carries 0.0975; number 45, H, carries 0.1059; number 46, H, carries 0.1249; number 47, H, carries 0.1062; number 48, H, carries 0.0762; number 49, H, carries 0.0723; number 50, H, carries 0.0661; number 51, H, carries 0.0737; number 52, H, carries 0.1234; number 53, H, carries 0.1235; number 54, H, carries 0.0475; number 55, H, carries 0.0778; number 56, H, carries 0.0809; number 57, H, carries 0.0658; number 58, H, carries 0.0795; number 59, H, carries 0.0747; number 60, C, carries -0.0839; number 61, C, carries -0.2403; number 62, N, carries 0.1417; number 63, H, carries 0.0342; number 64, H, carries 0.0838; number 65, H, carries 0.0801; number 66, C, carries -0.0698; number 67, C, carries -0.2509; number 68, N, carries 0.1408; number 69, H, carries 0.0786; number 70, H, carries 0.0869; number 71, H, carries 0.0256; number 72, C, carries -0.0600; number 73, C, carries -0.2444; number 74, N, carries 0.1397; number 75, H, carries 0.0839; number 76, H, carries 0.0848; number 77, H, carries 0.0794; number 78, C, carries -0.0973; number 79, C, carries -0.2717; number 80, N, carries 0.1353; number 81, H, carries 0.0824; number 82, H, carries 0.0484; number 83, H, carries 0.0743; number 84, C, carries -0.0465; number 85, C, carries -0.2383; number 86, N, carries 0.1423; number 87, H, carries 0.0759; number 88, H, carries 0.0821; number 89, H, carries 0.0885; number 90, C, carries -0.0821; number 91, C, carries -0.2810; number 92, N, carries 0.1259; number 93, H, carries 0.0838; number 94, H, carries 0.0807; number 95, H, carries 0.0562; number 96, C, carries -0.1001; number 97, C, carries -0.3022; number 98, N, carries 0.1100; number 99, H, carries 0.0647